Entry 1:
C9H66NO25 as an isolated structure at a distorted geometry, computed with ωB97M-V with the def2-TZVPD basis set.

ORCA input file:
```
! RIJCOSX wB97M-V def2-TZVPD def2/J DEFGRID3
* xyz -1 1
C -1.573 -2.155 -0.918
C -0.717 -0.888 -0.880
C -1.494 0.194 -0.084
C -0.842 1.537 0.178
C 0.432 1.117 0.868
C 1.401 0.034 0.196
N 0.595 -1.191 -0.197
O 1.409 -2.077 -0.998
C 2.392 -0.373 1.305
C 2.219 0.802 -0.876
C -0.777 -0.368 -2.399
H -2.607 -1.902 -1.151
H -1.515 -2.541 0.100
H -1.223 -3.011 -1.495
H -1.730 -0.334 0.839
H -2.459 0.416 -0.540
H -1.468 2.233 0.735
H -0.556 1.850 -0.826
H 0.114 0.742 1.841
H 0.993 2.048 0.957
H 3.332 -0.546 0.780
H 2.185 -1.415 1.548
H 2.512 0.300 2.153
H 1.560 1.406 -1.500
H 2.820 0.125 -1.483
H 2.890 1.584 -0.519
H -0.435 -0.944 -3.259
H -0.182 0.543 -2.462
H -1.757 -0.008 -2.711
O -1.545 -3.947 1.072
H -1.553 -3.212 0.459
H -2.189 -3.709 1.739
O 1.320 2.376 -3.300
H 1.448 3.123 -2.715
H 0.902 1.711 -2.752
O -2.544 2.367 -1.018
H -2.970 3.190 -1.260
H -2.022 2.133 -1.785
O 3.456 -0.298 -2.952
H 4.105 -0.880 -3.347
H 3.909 0.097 -2.207
O 1.823 -2.156 3.224
H 2.140 -1.322 2.877
H 1.041 -2.349 2.708
O -2.813 -1.966 1.473
H -2.000 -1.685 1.892
H -3.036 -1.250 0.878
O -1.944 0.913 -4.388
H -1.358 1.667 -4.324
H -2.112 0.662 -3.480
O -3.046 0.503 -2.030
H -3.221 0.669 -1.104
H -3.273 -0.418 -2.156
O 1.824 -1.492 -2.901
H 2.278 -0.715 -3.227
H 1.450 -1.217 -2.064
O 1.092 3.207 1.676
H 0.444 3.359 2.363
H 0.574 2.991 0.900
O -0.867 2.336 2.269
H -1.259 3.104 2.685
H -0.784 2.579 1.347
O 4.036 -0.835 2.241
H 4.462 -0.003 2.031
H 3.246 -0.585 2.720
O -4.265 -1.579 -0.587
H -4.488 -1.298 -1.475
H -3.633 -2.287 -0.712
O -1.907 0.570 2.573
H -1.271 1.275 2.693
H -2.301 0.745 1.719
O -0.508 3.149 -1.620
H -0.397 3.963 -2.111
H 0.358 2.970 -1.254
O 0.745 -3.480 -2.100
H 0.330 -2.806 -1.562
H 0.877 -3.061 -2.950
O -1.109 -1.199 2.294
H -0.979 -1.481 3.200
H -1.728 -0.471 2.357
O 0.803 0.943 3.546
H 0.404 1.205 2.716
H 0.063 0.828 4.142
O 3.294 -2.029 -0.716
H 2.440 -1.605 -0.635
H 3.820 -1.413 -1.226
O 0.239 -2.462 1.311
H -0.441 -2.029 1.828
H 0.562 -1.780 0.722
O -3.247 1.658 0.721
H -3.424 2.425 1.265
H -2.899 2.017 -0.095
O 2.697 0.107 3.353
H 2.775 0.661 4.129
H 1.781 0.193 3.087
O -0.682 3.432 0.507
H -0.618 4.371 0.334
H -1.077 3.069 -0.285
O 2.142 -3.809 -0.788
H 2.140 -2.853 -0.744
H 2.971 -4.066 -0.383
*
```

- Gap between HOMO and LUMO: 0.100 Eh

Löwdin population analysis, charges in e, atoms 1 to 5: atom 1 (C): 0.0279, atom 2 (C): -0.2263, atom 3 (C): -0.0643, atom 4 (C): -0.2503, atom 5 (C): -0.0553

---

Entry 2:
C16H31MoNP2Se as an isolated structure at a distorted geometry, computed with ωB97M-V with the def2-TZVPD basis set.

ORCA input file:
```
! RIJCOSX wB97M-V def2-TZVPD def2/J DEFGRID3
* xyz 2 3
P -0.577 -2.574 -1.285
P -0.732 0.640 -1.264
C -0.991 -1.771 -2.850
C -0.344 -0.391 -2.850
H -2.087 -1.672 -2.882
H -0.697 -2.397 -3.710
H 0.758 -0.440 -2.916
H -0.712 0.165 -3.730
C -2.446 1.311 -1.381
H -2.646 1.932 -0.495
H -3.191 0.505 -1.433
H -2.550 1.936 -2.279
C -0.068 2.029 -2.397
H -0.612 2.107 -3.358
H 0.985 1.824 -2.619
H -0.125 2.996 -1.893
C -1.440 -4.167 -1.217
H -0.679 -4.960 -1.163
H -2.095 -4.318 -2.074
H -2.081 -4.178 -0.277
C 1.197 -2.778 -1.176
H 1.669 -1.795 -1.108
H 1.572 -3.319 -2.047
H 1.451 -3.323 -0.265
Mo -1.868 -2.473 0.445
C 2.708 2.513 2.946
C 1.568 3.224 2.909
C 0.380 3.316 1.977
C -0.207 2.047 1.289
C 0.432 1.624 0.013
C 1.663 1.043 0.018
C 2.897 1.773 0.462
C 3.352 1.597 1.928
C -0.407 -2.909 1.850
H 3.326 2.602 3.852
H 1.476 3.987 3.701
H 0.554 4.095 1.216
H -0.447 3.671 2.622
H -0.111 1.209 1.998
H -1.273 2.224 1.104
H -1.509 -1.034 -0.425
H 1.797 0.012 -0.344
H 2.799 2.856 0.267
H 3.706 1.363 -0.171
H 3.233 0.541 2.237
H 4.439 1.782 1.947
H -0.236 -1.915 2.321
H 0.542 -3.349 1.529
H -0.884 -3.569 2.604
Se -4.648 -0.603 3.971
C -3.735 -1.262 2.657
N -3.108 -1.728 1.750
*
```

- Gap between HOMO and LUMO (alpha / beta): 0.227 / 0.221 Eh

Löwdin population analysis, charges in e, atoms 1 to 5: atom 1 (P): 0.6311, atom 2 (P): 0.9598, atom 3 (C): -0.3526, atom 4 (C): -0.3110, atom 5 (H): 0.1035

---

Entry 3:
C5H16AgFO5 as an isolated structure at a distorted geometry, computed with ωB97M-V with the def2-TZVPD basis set.

ORCA input file:
```
! RIJCOSX wB97M-V def2-TZVPD def2/J DEFGRID3
* xyz 0 1
Ag -2.840 0.277 1.333
F -0.780 -0.343 0.742
C 0.471 0.647 -2.405
O -0.649 1.026 -1.664
H 0.089 -0.181 -3.002
H 0.776 1.267 -3.249
H 1.340 0.362 -1.812
H -0.712 0.474 -0.881
C 0.832 2.388 1.243
C -0.559 3.037 0.982
O -1.191 3.314 2.276
O 0.790 1.347 2.257
H 1.408 3.219 1.649
H 1.267 2.178 0.265
H -1.135 2.256 0.485
H -0.462 3.963 0.416
H -0.398 3.346 2.817
H 0.340 0.709 1.699
C 0.831 -3.265 0.081
C -0.292 -3.339 -0.882
O -1.479 -2.830 -0.212
O 1.470 -1.989 0.012
H 1.500 -4.062 -0.243
H 0.443 -3.505 1.071
H -0.570 -4.306 -1.300
H -0.030 -2.748 -1.760
H -1.255 -1.936 0.059
H 0.795 -1.307 0.022
*
```

- Gap between HOMO and LUMO: 0.275 Eh

Löwdin population analysis, charges in e, atoms 1 to 5: atom 1 (Ag): 0.8727, atom 2 (F): -0.4960, atom 3 (C): -0.1735, atom 4 (O): -0.1383, atom 5 (H): 0.0715